28
Properties=species:S:1:pos:R:3:mulliken_charge:R:1 method="wB97M-V/def2-TZVPD" energy_ev=-22225.984 max_force_ev_per_a=1.9 de_lowest_kj_mol=0.00 e_homo_ev="-9.4017 / -9.2844" charge=+1 lumo_energy_ha="-0.130 / -0.137" multiplicity=1
C 0.2781 0.2313 -2.1322 -0.63
C -0.9054 -0.5976 -2.2813 -0.44
C -0.7070 -1.8055 -1.5265 -0.48
C 0.6070 -1.7321 -0.9012 -0.53
C 1.2131 -0.4725 -1.2795 -0.38
Hf -0.6282 -0.0568 0.0397 0.42
P -0.6395 2.4762 -0.1276 -0.32
H 0.5153 1.1167 -2.7254 0.64
H -1.7264 -0.3964 -2.9673 0.45
H -1.3907 -2.6577 -1.4760 0.41
H 2.2627 -0.2093 -1.1453 0.44
H 1.0993 -2.5261 -0.3472 0.60
H -1.5334 3.0639 0.8367 0.14
H -1.1194 3.1643 -1.2910 0.15
H 0.4924 3.2835 0.1955 0.13
C 1.5975 -0.8889 3.8106 -0.58
C 0.5044 -1.9633 3.8557 -0.61
C -0.3189 -1.8006 2.5828 -0.42
O 0.2063 -0.6036 1.9196 -0.14
C 1.0561 0.1495 2.8426 -0.42
H 1.8042 -0.4669 4.8002 0.34
H 2.5359 -1.3012 3.4162 0.30
H -0.1689 -1.7746 4.6985 0.30
H 0.9254 -2.9638 3.9840 0.32
H -0.2062 -2.6499 1.9025 0.32
H -1.3746 -1.6080 2.8187 0.37
H 0.3939 0.8752 3.3333 0.34
H 1.8258 0.6597 2.2515 0.28

=====

126
Properties=species:S:1:pos:R:3:mulliken_charge:R:1 method="wB97M-V/def2-TZVPD" energy_ev=-482920.668 max_force_ev_per_a=9.2 e_homo_ev=-9.2800 smiles="COCCCCCCCCCCCC1=CC(=O)C(C(=O)C(F)(F)C(F)(F)C(F)(F)C(=O)O)=C(C[C@@H]2CO2)C1=O.ClC(Cl)Cl.ClC(Cl)Cl.ClC(Cl)Cl.ClC(Cl)Cl.ClC(Cl)Cl.ClC(Cl)Cl.ClC(Cl)Cl.ClC(Cl)Cl.ClC(Cl)Cl.ClC(Cl)Cl.ClC(Cl)Cl" lumo_energy_ha=-0.097 multiplicity=1
C 8.3779 1.6501 3.2148 0.10
O 8.9345 2.2228 1.9623 -0.42
C 9.9756 1.3031 1.3963 -0.54
C 9.2202 -0.0109 0.6896 0.09
C 9.8415 -1.3708 1.3616 -0.57
C 8.7211 -2.6021 1.5241 -0.76
C 7.3680 -2.1199 2.3135 0.37
C 5.9764 -2.2493 1.4572 -0.20
C 6.1139 -1.9481 -0.1481 -0.19
C 4.6314 -1.6280 -0.8362 -0.71
C 3.6098 -2.8440 -0.3530 -0.18
C 2.2374 -2.9493 -1.2478 -0.61
C 1.4050 -4.3487 -0.8710 -0.44
C -0.1199 -3.9273 -0.4219 0.50
C -1.3395 -4.1108 -1.2788 -0.85
C -2.8627 -3.6375 -0.8353 0.44
O -3.8401 -3.8455 -1.7211 -0.61
C -3.0475 -2.9785 0.6594 0.96
C -4.5666 -2.5246 1.0988 -0.43
O -5.4951 -3.5082 1.1343 -0.56
C -4.9217 -0.9750 1.5190 1.04
F -3.7662 -0.0452 1.2321 -0.30
F -5.0287 -0.9782 3.0263 -0.27
C -6.3618 -0.4217 0.9692 0.45
F -7.5360 -1.2425 1.3718 -0.26
F -6.5667 0.9239 1.6240 -0.30
C -6.4489 -0.1715 -0.6467 1.01
F -5.1504 -0.1557 -1.3569 -0.26
F -7.3495 -1.1847 -1.2983 -0.27
C -7.1944 1.3134 -0.8380 0.19
O -6.4996 2.3886 -1.2344 -0.53
O -8.6474 1.4032 -0.4999 -0.35
C -1.8448 -2.7977 1.5663 0.02
C -1.9375 -2.1815 3.0822 -0.63
C -2.9125 -3.3313 4.0350 0.45
C -3.5806 -2.6542 5.4873 -0.62
O -2.3266 -3.7168 5.4321 -0.47
C -0.3142 -3.2341 1.0521 0.26
O 0.7804 -3.0030 1.7908 -0.60
H 8.1853 2.4641 4.0518 -0.01
H 7.3060 1.2008 2.9426 0.23
H 9.0013 0.7396 3.6275 -0.10
H 10.7300 0.9762 2.2460 0.26
H 10.5032 1.9388 0.5424 0.20
H 8.0762 0.1582 0.8681 -0.07
H 9.5150 -0.0034 -0.4451 0.35
H 10.8154 -1.7354 0.7776 0.29
H 10.2046 -1.1318 2.4663 0.20
H 9.2581 -3.3920 2.2393 0.30
H 8.5350 -3.1655 0.5131 0.29
H 7.4873 -1.0078 2.7074 -0.20
H 7.2428 -2.8189 3.2706 0.11
H 5.5305 -3.3121 1.6666 -0.04
H 5.2418 -1.4145 1.8901 0.15
H 6.5467 -2.9167 -0.6908 0.25
H 6.8148 -1.0550 -0.4318 0.02
H 4.7317 -1.5554 -2.0089 0.31
H 4.1980 -0.5956 -0.4449 0.29
H 3.2948 -2.7479 0.7731 0.10
H 4.2111 -3.8491 -0.4899 0.21
H 2.5499 -3.0374 -2.3772 0.33
H 1.5363 -1.9958 -1.1354 0.28
H 1.9494 -4.8630 0.0399 0.08
H 1.3224 -5.0750 -1.8045 0.43
H -1.1646 -4.6280 -2.3303 0.25
H -8.7425 2.0876 0.2524 0.24
H -0.9081 -2.1315 3.6374 0.40
H -2.4791 -1.1486 3.1713 0.24
H -3.6128 -4.1592 3.4040 0.15
H -3.2558 -1.5777 5.8127 0.28
H -4.5778 -3.2076 5.7609 0.28
Cl -11.2474 3.6528 -2.3912 -0.11
C -10.0369 4.5581 -1.4667 -0.04
Cl -10.2284 6.2999 -1.7294 -0.10
Cl -10.1553 4.1724 0.2586 -0.10
H -9.0446 4.2639 -1.8180 0.38
Cl -8.3844 2.9265 3.0786 -0.02
C -9.2869 3.9669 4.1933 -0.03
Cl -10.8669 4.3874 3.5103 -0.12
Cl -9.4800 3.1740 5.7660 -0.12
H -8.7187 4.8890 4.3400 0.31
Cl 9.0274 3.2697 -1.7571 -0.11
C 9.2785 4.8860 -1.0760 -0.04
Cl 7.8024 5.4635 -0.2839 -0.10
Cl 10.6339 4.8768 0.0650 -0.12
H 9.5209 5.5701 -1.8932 0.36
Cl -10.6715 7.4137 -6.3683 -0.12
C -9.2721 6.4959 -5.7862 0.04
Cl -9.7661 5.3245 -4.5519 -0.06
Cl -8.4616 5.6769 -7.1322 -0.15
H -8.5654 7.1959 -5.3333 0.27
Cl -5.7809 -8.1989 0.2840 -0.13
C -6.5980 -6.9369 1.2216 0.73
Cl -8.3135 -6.8509 0.7866 -0.14
Cl -6.4107 -7.2325 2.9585 -0.14
H -6.1339 -5.9763 0.9838 -0.31
Cl -4.1815 5.9165 -8.8005 -0.12
C -5.2482 7.3312 -8.8128 0.45
Cl -4.5344 8.6567 -7.8784 -0.12
Cl -5.5767 7.8484 -10.4753 -0.16
H -6.1960 7.0519 -8.3454 -0.08
Cl 6.0185 5.0551 -3.3233 -0.08
C 4.9518 6.4698 -3.3355 0.03
Cl 5.6656 7.7953 -2.4011 -0.12
Cl 4.6233 6.9870 -4.9980 -0.12
H 4.0040 6.1905 -2.8682 0.29
Cl 5.4886 -4.8389 4.8791 -0.11
C 3.7966 -4.9190 4.3592 -0.12
Cl 3.0219 -3.3331 4.5158 -0.10
Cl 3.6856 -5.5035 2.6902 -0.11
H 3.2704 -5.6248 5.0069 0.41
Cl -1.0894 -8.2344 1.7453 -0.14
C -2.2495 -7.4044 2.7962 -0.04
Cl -1.7092 -7.4567 4.4829 -0.12
Cl -2.4792 -5.7287 2.2683 0.05
H -3.2095 -7.9222 2.7260 0.21
Cl -6.6841 6.1403 -14.7907 -0.12
C -6.6006 7.7157 -13.9840 0.57
Cl -5.5684 8.8287 -14.8980 -0.12
Cl -8.2233 8.3973 -13.7804 -0.12
H -6.1605 7.5726 -12.9938 -0.16
Cl 8.8106 -0.0468 5.8299 -0.09
C 7.6505 0.7833 6.8808 0.10
Cl 8.1908 0.7309 8.5675 -0.13
Cl 7.4208 2.4589 6.3529 -0.15
H 6.6905 0.2654 6.8106 0.27

=====

5
Properties=species:S:1:pos:R:3:mulliken_charge:R:1 method="wB97M-V/def2-TZVPD" energy_ev=-81912.991 max_force_ev_per_a=2.3 de_lowest_kj_mol=0.00 e_homo_ev=-9.7880 lumo_energy_ha=-0.002 multiplicity=1
C -0.1912 -0.0005 0.0293 -0.15
F -0.4543 -0.1349 1.3660 -0.19
Br -0.0363 1.8114 -0.5498 -0.04
I 1.6515 -0.9558 -0.4823 0.09
H -0.9697 -0.7202 -0.3632 0.29

=====

56
Properties=species:S:1:pos:R:3:mulliken_charge:R:1 method="wB97M-V/def2-TZVPD" energy_ev=-174147.747 max_force_ev_per_a=0.6 de_lowest_kj_mol=122.63 e_homo_ev="-7.3170 / -7.3032" lumo_energy_ha="-0.020 / -0.016" multiplicity=2
Fe 0.3981 -0.5728 0.0581 0.08
C -4.1747 -2.6437 1.3727 -0.48
C -3.5190 -3.6320 0.4180 -0.67
N -2.1372 -3.9131 0.7652 -0.20
C -1.0790 -3.1792 0.3851 0.50
S -1.2854 -1.9119 -0.8093 -0.63
N 0.0979 -3.4611 0.8799 -1.54
N 1.0095 -2.5780 0.3729 1.22
C 2.1366 -3.0332 -0.0243 0.77
C 2.5680 -4.4569 0.1092 -1.78
C 2.9832 -2.0477 -0.7056 0.81
C 4.2675 -2.3543 -1.1398 -0.93
C 5.0152 -1.3781 -1.7722 -0.45
C 4.4515 -0.1272 -1.9475 -0.85
C 3.1636 0.0935 -1.4889 -0.24
N 2.4301 -0.8363 -0.8870 0.03
H -5.2091 -2.4562 1.0806 0.38
H -3.6330 -1.6966 1.3628 -0.12
H -4.1676 -3.0256 2.3949 0.32
H -3.5404 -3.2434 -0.5987 0.32
H -4.0553 -4.5821 0.4035 0.39
H -1.9487 -4.5644 1.5113 0.25
H 1.7677 -5.0470 0.5414 0.38
H 3.4484 -4.5248 0.7524 0.37
H 2.8355 -4.8634 -0.8680 0.40
H 4.6691 -3.3430 -0.9743 0.40
H 6.0179 -1.5897 -2.1189 0.43
H 4.9869 0.6747 -2.4352 0.44
H 2.7048 1.0577 -1.6490 0.49
S -0.1284 -0.9277 2.7770 -0.35
C -1.2256 0.1331 2.0864 0.08
N -1.1838 0.3501 0.7902 1.01
C -2.1859 1.1859 0.3136 -0.90
C -2.4460 1.5417 -1.0037 -0.23
C -3.5116 2.3872 -1.2673 -0.98
C -4.3182 2.8770 -0.2432 -0.53
C -4.0757 2.5114 1.0722 -0.48
C -3.0154 1.6632 1.3395 1.04
S -2.5104 1.0146 2.8851 -0.25
H -1.8198 1.1642 -1.7983 0.48
H -3.7207 2.6718 -2.2903 0.42
H -5.1422 3.5386 -0.4737 0.39
H -4.7045 2.8758 1.8743 0.40
Br 3.1820 6.0868 2.0006 -0.17
C 2.2256 5.1292 0.6839 -0.04
C 1.7221 5.8007 -0.4244 -0.18
N 1.0387 5.1937 -1.3865 -0.67
C 0.8344 3.8855 -1.2746 -0.19
C 1.3085 3.1378 -0.2034 0.06
C 2.0192 3.7707 0.8087 -0.48
C 1.0531 1.6833 -0.1225 1.49
O 1.4168 1.0115 0.8792 -0.82
O 0.4556 1.0747 -1.0770 -0.70
H 1.8793 6.8678 -0.5301 0.38
H 0.2672 3.4017 -2.0604 0.52
H 2.3833 3.2056 1.6558 0.60

=====

58
Properties=species:S:1:pos:R:3:mulliken_charge:R:1 method="wB97M-V/def2-TZVPD" energy_ev=-185009.402 max_force_ev_per_a=0.9 de_lowest_kj_mol=42.18 e_homo_ev="-7.1204 / -7.1463" lumo_energy_ha="-0.043 / -0.067" multiplicity=6
Fe 0.5884 -0.1370 -0.8705 0.29
C -3.2123 -2.1462 3.0191 -0.70
C -1.8307 -2.0186 3.0446 -1.00
C -1.1788 -1.2152 2.1239 0.24
C -1.8870 -0.5111 1.1504 0.28
C -3.2782 -0.6634 1.1181 -0.33
C -3.9264 -1.4679 2.0406 -0.69
N -1.1902 0.2674 0.2104 -0.20
C -1.7784 1.3599 -0.3263 0.87
C -2.7292 2.2001 0.3326 -0.05
C -3.2851 3.2727 -0.3060 -0.76
C -2.9681 3.6042 -1.6448 -0.77
C -2.0594 2.8369 -2.3166 -0.58
C -1.4558 1.7460 -1.6659 -0.06
N -0.5697 0.8725 -2.2521 1.56
N -0.4651 0.7578 -3.5009 -1.20
C 0.2646 -0.4308 -3.8122 0.22
C 0.4483 -0.7443 -5.1505 -0.52
C 1.0297 -1.9581 -5.4689 -0.31
C 1.4013 -2.8207 -4.4458 -0.73
C 1.2005 -2.4163 -3.1376 -0.37
N 0.6566 -1.2439 -2.8239 -0.03
H -3.7232 -2.7659 3.7436 0.41
H -1.2502 -2.5474 3.7910 0.47
H -0.1035 -1.1115 2.1682 -0.16
H -3.8528 -0.1672 0.3468 0.48
H -5.0028 -1.5729 1.9852 0.40
H -2.9926 1.9820 1.3593 0.47
H -3.9935 3.8899 0.2335 0.42
H -3.4337 4.4549 -2.1218 0.40
H -1.7886 3.0417 -3.3440 0.49
H 0.1184 -0.0414 -5.9017 0.48
H 1.1826 -2.2346 -6.5035 0.41
H 1.8456 -3.7835 -4.6514 0.42
H 1.4966 -3.0385 -2.3008 0.47
O 6.9245 -3.2875 0.2565 -0.54
C 5.9140 -2.7034 -0.0057 0.59
S 5.7418 -1.5452 -1.3300 -0.13
C 4.0605 -1.1214 -1.0573 0.17
C 3.4259 -1.7917 0.0118 0.13
S 1.8241 -1.6201 0.5416 -0.20
S 4.4018 -2.9168 0.9100 -0.11
S 3.3506 0.0047 -2.0541 -0.32
N 1.4184 1.9610 -0.5658 -0.55
H 1.9092 1.9547 0.3228 0.28
H 0.6913 2.6640 -0.4743 0.22
H 2.0528 2.2475 -1.3018 0.28
Br -2.3688 1.6116 4.4544 -0.12
C -0.5810 1.3090 3.9394 0.05
C 0.2253 0.4533 4.6673 -0.22
C 1.5070 0.2241 4.2018 -0.54
C 1.9178 0.8582 3.0386 -0.45
N 1.1500 1.7030 2.3519 -0.36
C -0.0816 1.9256 2.8056 -0.50
H -0.1474 -0.0253 5.5626 0.42
H 2.1751 -0.4482 4.7220 0.42
H 2.9095 0.6783 2.6401 0.49
H -0.6982 2.6148 2.2408 0.68

=====

16
Properties=species:S:1:pos:R:3:mulliken_charge:R:1 method="wB97M-V/def2-TZVPD" energy_ev=-7852.616 max_force_ev_per_a=0.4 de_lowest_kj_mol=534.88 e_homo_ev=-8.3655 lumo_energy_ha=-0.022 multiplicity=1
C 3.3334 0.4833 -0.0966 -0.65
C 2.2571 -0.2358 0.2656 0.06
C 0.9663 0.4105 0.3113 -0.56
C -0.1359 -0.5476 0.0934 -0.19
N -1.4051 -0.1780 0.6897 -0.29
C -2.5990 -0.4342 -0.0931 -0.45
C -2.0982 0.9491 0.1122 -0.24
H 3.2369 1.5479 -0.2864 0.31
H 2.3803 -1.3064 0.4670 0.26
H 4.3124 0.0302 -0.2408 0.26
H -0.1648 -0.5132 -1.0276 0.21
H 0.0722 -1.5995 0.3528 0.36
H -3.4600 -0.8062 0.4578 0.24
H -2.4749 -0.8649 -1.0884 0.22
H -1.6332 1.4504 -0.7363 0.21
H -2.5875 1.6144 0.8193 0.23